2 unconnected molecules or ions with the total composition C6H15NO2 at a distorted geometry, computed with the ωB97M-V functional and the def2-TZVPD basis.

Geometry as ORCA input:
```
! wB97M-V def2-TZVPD RIJCOSX def2/J DEFGRID3
* xyz 0 1
O 1.62 1.85 -0.40
C 1.67 -1.29 0.15
C -1.35 0.21 0.86
C -0.76 -0.67 0.04
H 0.72 -2.48 -1.91
H -1.68 2.98 1.22
H -0.93 -0.52 -1.03
H 1.86 1.82 -1.34
H -3.38 2.89 0.95
H 2.41 -1.98 0.52
O 1.66 -2.33 -2.05
H -0.01 -2.67 -0.10
H 1.74 -0.30 0.58
H 0.69 1.55 -0.39
H 3.04 -0.94 -1.47
C 1.97 -1.11 -1.35
H -2.41 1.28 -0.49
H 0.20 -1.99 1.50
N -2.29 1.14 0.50
C 0.21 -1.74 0.44
H 1.37 -0.33 -1.82
H -1.02 0.26 1.89
H -2.78 2.06 2.36
C -2.54 2.31 1.34
*
```

As for the total energy: -442.79817 hartree. The HOMO energy is -7.94 eV. Its SMILES is CN/C=C/CCCO.O. The calculation puts the energy above the lowest of the compared OMol25 structures with the same formula, charge and spin at 52.1 kcal/mol.